Entry 1:
Molecular formula: C5H18N2O
Method: DFT, ωB97M-V/def2-TZVPD

The value obtained for the highest occupied orbital energy (alpha / beta) is -5.7 / -14.3 eV. Its spin multiplicity is 2. The LUMO energy (alpha / beta) is -0.1464 / -0.1484 hartree. Its total charge is +1. The gap between HOMO and LUMO (alpha / beta) comes out at 1.7 / 10.3 eV.

Each line ends with the natural charge from an NBO analysis.
Atoms and positions in Å:
C1 -0.566789 -1.021776 -1.688876  -0.322
C2 -0.452540 0.068547 -0.704933  -0.498
C3 -0.300296 -0.343409 0.711918  -0.400
C4 1.108280 -0.360494 1.273800  -0.444
C5 2.033707 0.709048 0.965666  -0.252
N1 3.103381 0.682529 1.947825  -0.662
N2 -1.615337 -0.755676 -2.800415  -1.046
H1 0.358505 -1.325594 -2.147688  0.220
H2 -0.948371 -1.911860 -1.216975  0.207
H3 0.312096 0.840244 -1.037471  0.190
H4 -1.412850 0.641431 -0.678865  0.286
H5 -1.057124 0.255867 1.332025  0.231
H6 -0.735981 -1.304932 0.891492  0.230
H7 1.518684 -1.360112 0.979062  0.218
H8 0.896006 -0.509735 2.329300  0.225
H9 2.392229 0.751424 -0.106606  0.260
H10 1.481682 1.629020 1.131597  0.231
H11 2.965467 0.359510 2.855750  0.438
H12 3.328393 1.682814 2.351017  0.444
H13 4.007519 0.374410 1.668654  0.445
H14 -1.470642 -1.512568 -3.528532  0.327
H15 -1.464596 0.102415 -3.257347  0.368
H16 -2.636291 -0.634906 -2.433472  0.307
H17 -3.732054 0.401281 0.917458  0.482
H18 -3.804561 1.651239 0.014646  0.486
O1 -3.308516 0.891281 0.230970  -0.970

Forces on the atoms, in the same order (eV/Å):
-1.0705 -0.8536 -1.0022
-0.8394 3.0022 -0.7133
-1.1598 1.1788 1.4370
-1.4957 -4.0440 0.1800
-1.0337 1.5944 -1.4554
2.6165 4.9529 0.9981
0.2415 -1.5560 1.5061
0.2391 0.1467 -0.4861
-0.2545 -0.4034 0.2627
-0.7052 -0.8322 0.3609
0.8637 -0.4372 -0.4613
1.5719 -0.1105 -0.5831
0.0356 -0.9422 -0.1860
0.1233 0.7104 0.0592
0.6361 0.4701 0.5320
0.0522 -0.2739 1.4564
0.1771 0.4532 -0.0941
-1.3451 -2.2567 1.7644
-0.3351 -1.4262 -1.7501
0.9013 -0.7679 -0.7385
-0.5659 0.1674 0.0709
0.7725 1.9325 -1.1522
0.7392 -0.7334 -0.0877
-0.7671 -0.2362 0.6060
-1.1319 1.1855 -0.1767
1.7342 -0.9206 -0.3472

=====

Entry 2:
Molecular formula: C5H18N3Si
Method: DFT, ωB97M-V/def2-TZVPD

The value obtained for the highest occupied orbital energy is -13.1 eV. The LUMO energy is -0.1149 hartree. Its total charge is +1. The gap between HOMO and LUMO comes out at 10.0 eV.

Each line ends with the natural charge from an NBO analysis.
Atoms and positions in Å:
C1 1.530835 -3.107236 0.322206  -0.612
C2 -2.604132 -0.027652 -0.075320  -0.439
C3 -1.251034 3.072470 -1.063555  -0.428
C4 1.430510 -2.063018 1.400418  -0.238
C5 -0.573722 -0.851113 0.681691  0.424
N1 -1.194807 0.036658 0.053024  -0.510
N2 0.948485 -0.847062 0.899340  -0.806
N3 -0.610469 1.866766 -1.683865  -0.811
Si1 2.156499 0.456035 0.679234  1.069
H1 2.255861 -3.870488 0.537551  0.234
H2 0.542788 -3.403548 0.152522  0.196
H3 1.827516 -2.702535 -0.604998  0.213
H4 -3.001469 -1.088984 0.014187  0.238
H5 -2.972044 0.870043 0.482680  0.238
H6 -2.796349 0.212523 -1.189802  0.217
H7 -0.660152 3.528014 -0.271740  0.218
H8 -1.401235 3.837907 -1.763416  0.220
H9 -2.097574 2.879935 -0.541064  0.195
H10 0.852701 -2.453942 2.289043  0.204
H11 2.452193 -2.016179 1.714923  0.219
H12 -1.074175 -1.681097 1.078562  0.198
H13 -0.827133 0.820210 -0.732078  0.446
H14 0.339925 2.012329 -1.547140  0.398
H15 -0.874081 1.799676 -2.684818  0.413
H16 3.003731 1.213602 1.663148  -0.139
H17 1.317444 1.616016 0.286914  -0.213
H18 3.279889 -0.109330 -0.097648  -0.145

Forces on the atoms, in the same order (eV/Å):
0.0088 0.1414 0.3600
-1.6248 0.2655 -2.5193
2.5424 0.0536 -0.2544
0.6344 -2.5922 1.1532
6.6331 0.8998 0.5158
0.6212 0.4167 -0.7031
-4.6488 2.2821 -0.5644
-2.5044 0.5632 0.0700
-0.0850 0.6388 0.1315
-0.2380 -0.7276 0.3450
-1.4221 -1.5218 -0.4098
0.6351 0.9352 -1.0461
0.0965 1.6508 0.7471
-0.6251 -1.4452 -0.0696
-0.0007 -0.2475 1.6211
0.8124 -0.2839 -0.1767
-0.4100 0.9562 -1.0914
-3.0250 -1.0700 0.9545
0.4845 0.4768 -0.8271
0.6555 0.9679 0.8005
-0.5436 -1.2188 0.8130
0.3353 -0.0714 0.2731
2.2502 0.0764 -0.5325
0.5315 -0.0380 0.9914
-0.6657 -0.7912 0.6286
0.0568 -0.2592 -0.6765
-0.5045 -0.0576 -0.5342

=====

Entry 3:
Molecular formula: C5H18NO6
Method: DFT, ωB97M-V/def2-TZVPD

The value obtained for the highest occupied orbital energy is -5.1 eV. The LUMO energy is 0.1266 hartree. Its total charge is -1. The gap between HOMO and LUMO comes out at 8.6 eV.

Each line ends with the natural charge from an NBO analysis.
Atoms and positions in Å:
C1 0.750141 -3.297301 -0.273327  -0.634
C2 0.341438 -2.303952 0.824604  -0.213
N1 0.447644 -0.950426 0.266783  -0.437
C3 1.881558 -0.657569 -0.088412  -0.445
C4 -0.089644 0.272666 0.958235  -0.350
C5 -0.054508 1.404577 -0.068209  0.795
O1 -1.115446 1.704802 -0.687617  -0.803
O2 1.085594 1.900900 -0.290170  -0.766
H1 1.191767 -2.851711 -1.142756  0.223
H2 1.530704 -3.986903 -0.050756  0.195
H3 -0.174485 -3.756464 -0.671539  0.216
H4 0.850411 -2.593756 1.704078  0.149
H5 -0.740143 -2.241301 1.215030  0.194
H6 2.525064 -1.500681 -0.072232  0.169
H7 1.700506 -0.433063 -1.171728  0.219
H8 2.396502 0.112466 0.481905  0.207
H9 -1.129259 0.105816 1.285230  0.230
H10 0.589056 0.580851 1.759508  0.162
H11 1.568897 2.748925 1.197579  0.504
H12 1.176815 2.666237 2.690717  0.451
O3 1.566977 3.259919 2.029867  -0.985
H13 -3.077911 -0.010700 -1.526665  0.450
H14 -1.763860 0.217838 -0.883582  0.497
O4 -2.477889 -0.509749 -0.963017  -1.005
H15 -2.857894 1.232194 0.244264  0.496
H16 -3.452901 -0.041766 0.924213  0.480
O5 -3.307510 0.934040 1.041828  -0.987
H17 -0.470976 2.513371 -2.482547  0.506
H18 0.956910 2.977636 -3.056222  0.472
O6 0.152443 2.503105 -3.195063  -0.989

Forces on the atoms, in the same order (eV/Å):
-2.0047 0.0326 -0.6912
-2.6122 1.5719 -0.4460
2.1071 0.7681 1.1607
-1.5933 0.1847 -2.0984
-0.1696 -1.4236 -0.2179
1.3614 0.5594 -0.7928
0.0559 0.0123 0.0199
-1.2541 0.2101 0.3518
-0.1288 1.0321 -0.3837
0.1318 -1.0181 0.9864
0.6362 -0.3716 0.2439
1.3883 0.4202 1.4130
1.0457 -1.1975 -1.0737
0.2577 -1.2720 0.2594
1.4120 0.6190 0.8333
-0.4768 0.3016 -0.1464
0.5788 -0.0294 0.1041
-0.2294 -0.1257 0.4209
-0.2054 -0.0794 -0.2223
0.1719 0.2834 -0.4248
0.0757 -0.0642 0.7456
-0.3283 -0.3268 -0.1554
-0.7081 -1.0316 -0.0488
0.7943 0.4994 -0.6488
0.3036 -0.0752 0.0618
0.4436 1.6397 -0.2732
-1.0754 -0.9825 0.9868
0.0875 0.1707 1.4687
0.2386 0.3717 1.0070
-0.3043 -0.6793 -2.4397

=====

Looking at energy above the lowest of the compared OMol25 structures with the same formula, charge and spin for the records above, in order, we have 38.4, 60.6, 62.5 kcal/mol.
Looking at DFT total energy for the records above, in order, we have -10493.421, -17816.548, -19253.069 eV.